The following is a quantum chemistry calculation of a molecular structure, C37H42Br2FN5O2TeTl, from the OMol25 dataset.

* E_HOMO (alpha / beta): -10.017 / -9.896 eV
* relative energy (zero: lowest compared OMol25 entry of this formula, charge and spin): 0.000 eV
* F_max: 0.20 eV Å⁻¹
* multiplicity: 1
* net charge: +1

Structure (XYZ):
```
91
Properties=species:S:1:pos:R:3:forces:R:3:nbo_charge:R:1
Tl -0.0285 -0.1608 0.8707 -0.1 0.0 0.0 0.670
Te -0.8202 3.1484 1.7987 0.1 0.1 0.1 0.335
Br -0.8497 -0.9854 4.2412 0.0 0.0 0.0 0.095
Br 1.6809 -3.1806 0.4348 -0.1 0.0 0.0 0.093
F 2.1462 2.0140 0.9813 0.0 0.0 0.0 -0.315
O 3.7888 -1.3741 6.4780 0.0 0.0 0.0 -0.632
O -2.5881 1.0725 0.2012 0.0 -0.1 0.0 -0.723
N 2.0128 0.3836 -1.1308 0.1 0.0 -0.1 -0.416
N -4.5915 0.7344 1.2012 0.1 -0.1 0.0 -0.623
N -1.0427 -2.8404 0.6286 0.0 0.0 0.0 -0.496
N -4.4730 1.3564 -1.0224 0.0 -0.1 0.0 -0.836
N 1.6056 -0.5161 3.0941 0.0 0.0 0.0 -0.542
C 4.3667 -1.1664 -1.4761 0.0 0.0 0.0 -0.237
C -4.2837 4.6503 3.9667 0.0 0.0 0.0 -0.207
C -4.2231 -4.7335 -0.0510 0.0 0.0 0.0 -0.636
C -0.4322 -4.9777 -0.2322 0.0 0.0 0.0 -0.250
C -2.7588 -4.4120 0.0406 0.0 0.0 0.0 -0.039
C 2.9384 -0.4360 3.0710 0.1 0.0 0.0 0.077
C 5.3861 -0.1533 -2.0086 0.0 0.0 0.0 -0.597
C -3.0392 4.1260 3.6454 -0.1 0.0 0.0 -0.232
C 2.3656 2.5432 -0.2366 0.0 0.0 0.0 0.408
C -3.8195 1.0516 0.1335 0.0 0.2 0.1 0.792
C -2.3269 -3.1815 0.5155 0.0 0.0 0.0 0.053
C -2.6887 3.9295 2.3095 -0.1 -0.1 -0.1 -0.314
C 0.9984 -1.5420 -4.1329 0.0 0.0 0.0 -0.217
C 3.2168 -2.1785 -3.4930 0.0 0.0 0.1 -0.217
C 2.3166 1.6615 -1.3544 -0.1 0.0 0.0 0.119
C 2.8507 3.5956 -2.7369 0.0 -0.1 -0.1 -0.225
C -1.5224 -0.8440 -2.5500 0.0 0.0 0.0 -0.580
C 3.1854 -1.2984 -2.4190 -0.1 0.0 0.0 -0.029
C 1.7266 -1.1756 5.3950 0.1 0.0 0.0 -0.327
C -3.9906 0.4993 2.5014 0.0 0.0 0.0 -0.403
C 2.1375 -2.2943 -4.3542 0.0 0.0 0.0 -0.194
C 2.6222 3.8822 -0.3408 0.0 0.0 0.0 -0.279
C -1.7715 -5.3160 -0.3390 0.0 0.0 0.0 -0.146
C 2.5894 2.2514 -2.6247 0.0 0.0 0.0 -0.201
C 1.0493 -0.8769 4.2326 0.0 0.0 0.0 0.180
C -3.6045 4.2415 1.3025 0.0 0.1 0.1 -0.258
C 0.9168 -0.6454 -3.0702 0.1 0.0 0.0 -0.048
C 2.8629 4.4152 -1.6063 0.0 0.0 0.1 -0.136
C -4.8568 4.7387 1.6317 0.0 0.0 0.0 -0.152
C -0.1374 -3.7208 0.2636 0.0 0.0 0.0 0.146
C 3.7350 -0.7089 4.1627 0.0 0.0 0.0 -0.330
C -0.3704 0.1226 -2.8393 0.0 0.1 0.0 -0.244
C -0.7183 1.0369 -4.0172 0.0 0.0 0.0 -0.594
C -5.1945 4.9507 2.9624 0.0 0.0 0.0 -0.218
C 2.0339 -0.5115 -2.2363 0.1 0.0 0.0 0.161
C 5.0570 -2.5008 -1.1925 0.0 0.0 0.0 -0.607
C 3.1154 -1.0870 5.3536 -0.1 0.0 -0.1 0.374
H -5.5630 4.9807 0.8468 0.0 0.0 0.0 0.208
H 3.0527 4.0257 -3.7093 0.0 0.0 0.0 0.232
H 4.0966 -2.7889 -3.6560 0.0 0.0 0.0 0.219
H 3.9753 -0.7818 -0.5288 0.0 0.0 0.0 0.207
H -1.5971 1.6414 -3.7800 0.0 0.0 0.0 0.204
H -3.3300 4.1042 0.2656 0.0 0.0 0.0 0.222
H -3.3437 1.3300 2.7864 0.0 0.0 0.0 0.220
H -0.2444 0.7677 -1.9659 0.0 0.0 0.0 0.207
H 5.7677 -2.3892 -0.3711 0.0 0.0 0.0 0.213
H 0.3551 -5.6581 -0.5225 0.0 0.0 0.0 0.244
H 6.2377 -0.0678 -1.3295 0.0 0.0 0.0 0.211
H 5.6248 -2.8510 -2.0577 0.0 0.0 0.0 0.207
H -1.7108 -1.4902 -3.4102 0.0 0.0 0.0 0.207
H 4.3403 -3.2799 -0.9281 0.0 0.0 0.0 0.213
H -4.7814 0.3991 3.2406 0.0 0.0 0.0 0.216
H -2.4401 -0.2959 -2.3286 0.0 0.0 0.0 0.207
H 4.7394 -1.2805 6.3429 0.0 0.0 0.0 0.492
H -4.7431 -4.0214 -0.6940 0.0 0.0 0.0 0.229
H -6.1669 5.3535 3.2168 0.0 0.0 0.0 0.221
H -3.3941 -0.4147 2.5046 0.0 0.0 0.0 0.192
H -4.5445 4.8151 5.0046 0.0 0.0 0.0 0.223
H 0.1498 -1.6541 -4.7980 0.0 0.0 0.0 0.214
H -5.4716 1.4240 -1.0853 0.0 0.0 0.0 0.398
H 1.2156 -1.4647 6.3010 0.0 0.0 0.0 0.255
H -0.9452 0.4567 -4.9146 0.0 0.0 0.0 0.208
H 4.9484 0.8389 -2.1299 0.0 0.0 0.0 0.206
H 5.7630 -0.4713 -2.9838 0.0 0.0 0.0 0.210
H 2.5872 1.6091 -3.4950 0.0 0.0 0.0 0.238
H -4.6940 -4.6993 0.9329 0.0 0.0 0.0 0.231
H 3.0653 5.4732 -1.7093 0.0 0.0 0.0 0.229
H 0.1018 1.7162 -4.2544 0.0 0.0 0.0 0.213
H -2.0517 -6.2899 -0.7228 0.0 0.0 0.0 0.229
H 2.6314 4.4993 0.5469 0.0 0.0 0.0 0.244
H 2.1831 -2.9801 -5.1909 0.0 0.0 0.0 0.219
H 3.3792 -0.1337 2.1263 0.0 0.0 0.0 0.214
H -4.3801 -5.7306 -0.4608 0.0 0.0 0.0 0.227
H -3.9131 1.6388 -1.8055 0.0 0.0 0.0 0.412
H -3.0479 -2.4241 0.8137 0.0 0.0 0.0 0.201
H -5.5916 0.7602 1.1236 0.0 0.0 0.0 0.399
H -1.3002 -1.4891 -1.6971 0.0 0.0 0.0 0.204
H -2.3455 3.8617 4.4330 0.0 0.0 0.0 0.225
H 4.8125 -0.6267 4.0896 0.0 0.0 0.0 0.229
```
Positions in Å, forces in eV/Å.